Here is a structure of composition C20H59FN7NbO5P3S in a non-equilibrium geometry from the OMol25 dataset. Energies are from wB97M-V/def2-TZVPD.

Computed properties:
- F_max (Eh/bohr) = 0.11515
- 2S+1 = 1
- gap between HOMO and LUMO (hartree) = 0.2320
- LUMO (eV) = 2.270
- net charge = -1
- HOMO (eV) = -4.042
- energy (hartree) = -3135.84834

```
97
Properties=species:S:1:pos:R:3:lowdin_charge:R:1
C 6.12978 -1.27102 4.15532 -0.0793
C 6.27018 -1.48357 2.65089 -0.3115
O 5.10042 -1.13876 1.95936 -0.1790
C 4.43964 -2.29859 1.43925 -0.3551
C 3.22573 -1.90942 0.62342 -0.4112
Nb 1.38856 -1.45226 1.83253 1.2970
S 0.22662 -1.25038 -0.40067 0.1910
O -0.34497 -0.86548 2.70343 -0.4810
C -0.65514 -1.41090 3.97648 -0.4073
C -2.02232 -2.09703 3.91046 -0.0878
C 2.00126 0.76219 1.68665 -0.4574
C 1.78938 1.47818 3.01359 -0.1467
F 1.10042 1.35769 0.73950 -0.2129
P 0.83186 -3.98682 1.78383 0.6010
N 2.27003 -4.93785 1.40117 -0.2752
O 0.38771 -4.55470 3.31830 -0.4638
H 5.59878 -0.35641 4.39509 0.0710
H 5.60285 -2.11990 4.58641 0.0655
H 7.12752 -1.26965 4.59528 0.0636
H 6.52504 -2.53732 2.50668 0.1056
H 7.12663 -0.92664 2.26255 0.1084
H 4.22031 -2.98121 2.26461 0.0806
H 5.15400 -2.79990 0.77175 0.1074
H 3.50147 -1.06161 -0.00945 0.0413
H 3.02121 -2.72563 -0.07211 0.0146
H 2.25649 -1.63548 3.44355 -0.0706
H -1.06336 -1.19839 -0.04412 -0.2723
H -0.75403 -0.57397 4.67649 0.1005
H 0.12138 -2.05811 4.38208 0.0500
H -1.95565 -3.18068 3.85254 0.0523
H -2.66349 -1.81056 4.74092 0.0595
H -2.49507 -1.76735 2.98821 0.0697
H 3.00480 0.89977 1.29432 0.0621
H 0.73021 1.72435 3.07950 0.0452
H 2.03868 0.86548 3.87217 0.0394
H 2.31827 2.43650 3.02005 0.0583
H 1.92530 -5.84998 1.11459 -0.0131
H 2.71352 -5.13008 2.29680 -0.0027
H 1.09082 -4.38935 3.95205 0.0040
O -3.93435 4.75793 2.44869 -0.2775
P -2.82097 5.58278 1.86865 0.7092
N -1.93627 4.44444 0.95065 -0.3280
C -1.04502 3.43111 1.51797 -0.1121
C -2.68950 3.95037 -0.20280 -0.1235
N -2.13189 6.14846 3.37579 -0.3159
C -0.94289 5.65341 4.04161 -0.1337
C -3.11665 6.56378 4.36101 -0.1622
N -2.13506 6.90130 0.98885 -0.3481
C -0.72232 7.11494 0.87561 -0.1264
C -2.87776 8.15131 1.07602 -0.1468
H -0.55965 2.87068 0.72436 0.0682
H -1.57454 2.73220 2.17609 0.0974
H -0.21656 3.88646 2.05715 0.0469
H -2.61189 4.65419 -1.04007 0.0729
H -3.75184 3.81280 0.02652 0.0658
H -2.30888 2.99021 -0.54104 0.0818
H -0.29213 5.08166 3.38902 0.0457
H -1.18456 5.02123 4.90642 0.0851
H -0.33990 6.49746 4.40161 0.0777
H -3.50675 5.71632 4.93976 0.0788
H -3.96518 7.05672 3.88383 0.0661
H -2.67030 7.28503 5.05201 0.0796
H -0.29095 7.52229 1.80285 0.0817
H -0.52687 7.82480 0.06674 0.0831
H -0.19360 6.19890 0.62111 0.0798
H -2.65939 8.69677 2.00842 0.0779
H -3.95292 7.95973 1.04050 0.0747
H -2.64384 8.80286 0.23060 0.0746
O 0.00415 -5.49876 -5.91043 -0.2839
P -0.35556 -4.09525 -5.51339 0.7096
N -0.79680 -4.26425 -3.86871 -0.3263
C -2.04502 -4.84633 -3.40268 -0.1223
C 0.34497 -4.61393 -3.01674 -0.1192
N -1.62929 -3.83569 -6.69253 -0.3150
C -3.05846 -3.89099 -6.47224 -0.1421
C -1.31384 -4.32241 -8.02485 -0.1633
N -0.09075 -2.41044 -5.31961 -0.3416
C -1.08620 -1.51063 -4.81317 -0.1183
C 0.73690 -1.79715 -6.34995 -0.1405
H -2.08827 -4.77467 -2.31620 0.0830
H -2.17066 -5.89686 -3.69919 0.0869
H -2.90355 -4.27131 -3.74740 0.0466
H 0.90444 -3.71071 -2.75616 0.0662
H 1.03017 -5.31173 -3.51060 0.0662
H 0.03270 -5.08142 -2.08670 0.0756
H -3.33434 -3.80576 -5.42661 0.0427
H -3.50352 -4.81854 -6.86019 0.0820
H -3.54669 -3.04836 -6.97941 0.0779
H -1.52752 -5.39408 -8.13632 0.0770
H -0.25933 -4.16965 -8.25824 0.0672
H -1.89333 -3.76950 -8.77028 0.0795
H -1.86108 -1.28979 -5.56442 0.0805
H -0.60951 -0.57140 -4.52346 0.0882
H -1.56786 -1.90038 -3.91946 0.0776
H 0.15969 -1.57088 -7.26141 0.0772
H 1.55880 -2.46237 -6.62589 0.0755
H 1.18739 -0.87200 -5.98518 0.0790
```